A.
A cluster of 2 separate species, C3H10NO3 in total, computed with ωB97M-V/def2-TZVPD.

```
17
Properties=species:S:1:pos:R:3
O 1.35567 0.12837 -0.39056
C 0.16230 0.11161 -0.54349
O -0.45480 -0.57012 -1.60153
C -0.85392 0.77323 0.31748
C -1.26278 -0.09571 1.47102
N -0.10289 2.04247 0.84301
H 0.12751 -1.23526 -2.12018
H -1.75407 1.23864 -0.34388
H -1.78592 -1.01408 1.25862
H -0.61514 -0.42446 2.24308
H -2.01438 0.35222 2.09454
H 0.91003 1.98450 0.71978
H -0.26775 2.27290 1.85839
H -0.50066 2.89384 0.20500
H 1.96168 -1.96999 -0.69685
H 0.90437 -3.06411 -0.42547
O 1.03425 -2.06653 -0.27844
```

As for the charge: +1. The HOMO-LUMO gap comes out at 10.9273 eV. For the molar mass, the calculation gives 108.117 g mol⁻¹. The lowest unoccupied orbital energy comes out at -3.787 eV. As for the HOMO energy: -14.7 eV.

---

B.
A cluster of 2 separate species, C3H10NO3 in total, computed with ωB97M-V/def2-TZVPD.

```
17
Properties=species:S:1:pos:R:3
O -2.24387 -0.38829 0.04160
C -1.62509 -0.06366 -0.91830
C -0.24611 0.75081 -0.80384
C 0.94520 -0.28560 -1.24420
O 1.00536 -1.20354 -0.22045
N -0.22406 1.14444 0.60278
H -1.99941 -0.23814 -1.93428
H -0.30239 1.65124 -1.49600
H 1.75519 0.36190 -1.58042
H 0.64895 -0.68189 -2.25601
H 0.62091 -2.07690 -0.51591
H -1.11814 1.03097 1.11159
H 0.37127 0.46759 1.22967
H 0.00947 2.13244 0.82129
H 0.13930 -1.04949 2.78457
H 1.40386 -1.06185 1.91032
O 0.85956 -0.49002 2.46759
```

As for the charge: +1. The HOMO-LUMO gap comes out at 11.3050 eV. For the molar mass, the calculation gives 108.117 g mol⁻¹. The lowest unoccupied orbital energy comes out at -3.392 eV. As for the HOMO energy: -14.7 eV.

---

C.
A cluster of 2 separate species, C3H10NO3 in total, computed with ωB97M-V/def2-TZVPD.

```
17
Properties=species:S:1:pos:R:3
O 0.46174 -2.48694 -0.69643
C 0.87918 -1.29681 -0.26593
C -0.27106 -0.60955 0.44228
N -0.01564 0.85894 0.47298
C -0.44778 1.45390 1.75942
O 1.98830 -0.85672 -0.35149
H 1.20446 -3.00879 -1.04066
H -0.22673 -0.95450 1.46974
H -1.24931 -0.78244 0.01647
H 0.96553 1.08815 0.31729
H -0.50806 1.35971 -0.28947
H -0.37916 2.53729 1.72033
H 0.17429 1.06288 2.55222
H -1.51479 1.28828 1.89306
H -2.27697 2.94502 -1.02364
H -2.50565 1.63480 -1.78532
O -1.86155 2.08907 -1.22968
```

As for the charge: +1. The HOMO-LUMO gap comes out at 12.1704 eV. For the molar mass, the calculation gives 108.117 g mol⁻¹. The lowest unoccupied orbital energy comes out at -3.132 eV. As for the HOMO energy: -15.3 eV.

---

Need the numbers? Relative energies in kJ/mol: A 194.1; B 167.7; C 0.0.